Record 1
Molecular formula: C8H11N3S
Method: DFT, ωB97M-V/def2-TZVPD

Results
molecular weight: 181.3 g/mol
largest force on an atom: 0.073 Eh/bohr
HOMO level: -0.26595 Eh

Structure (XYZ):
```
23
Properties=species:S:1:pos:R:3:forces:R:3
C 0.161 -1.923 -0.873 0.3869 -0.9368 -0.4260
C -0.757 -0.956 -0.622 -0.5440 -0.0398 0.6248
C 1.541 -1.108 0.711 0.7041 -0.0066 1.4118
C 2.514 0.291 2.483 0.9164 0.0316 1.5867
C 1.362 0.747 1.941 0.4013 -1.0412 -0.1157
C -0.074 -3.139 -1.763 -1.1401 2.8599 -2.1349
C 0.514 1.875 2.318 -1.4284 -1.2706 3.0402
C -0.481 1.248 -1.556 -1.8723 -0.8625 0.3612
N 1.218 -2.115 -0.106 1.2720 0.3536 -0.1368
N 0.823 -0.036 0.956 0.6815 -0.9066 -0.8218
N -1.259 0.192 -0.863 1.0988 1.3828 -1.1000
S 3.011 -1.211 1.754 -1.2506 0.4165 -0.7066
H 3.041 0.612 3.434 -0.7738 -0.1284 -1.5760
H -0.907 -2.857 -2.511 1.7158 -0.5770 0.3574
H 0.881 -3.573 -2.142 -1.0636 0.5185 0.2578
H -0.610 -3.731 -1.122 -0.8453 -2.3484 1.5360
H 0.895 2.769 1.925 0.2933 1.5734 -0.1402
H 0.440 1.824 3.494 0.0252 0.8352 -2.2695
H -0.492 1.643 1.907 0.5646 0.4974 0.3862
H -1.064 2.034 -1.931 -1.3380 1.0490 -0.1255
H 0.213 1.599 -0.894 1.8055 1.0313 1.9981
H 0.031 0.911 -2.365 1.4477 -1.6430 -2.3239
H -1.745 0.689 -0.135 -1.0573 -0.7882 0.3165
```
Forces are in eV/Å.



Record 2
Molecular formula: C8H11N5
Method: DFT, ωB97M-V/def2-TZVPD

Results
SMILES: [NH2+]=C=C=Nc1[nH]ccc1CNC=[NH2+]
charge: +2
molecular weight: 177.2 g/mol
largest force on an atom: 0.058 Eh/bohr
HOMO level (spin up / spin down): -0.57846 / -0.57844 Eh

Structure (XYZ):
```
24
Properties=species:S:1:pos:R:3:forces:R:3
C 2.546 -0.209 0.548 1.3558 -1.1537 -0.2083
C 3.181 0.192 -0.708 0.9718 0.8771 2.5705
C 1.236 -0.523 0.276 0.3467 1.3876 -0.3694
C 1.027 -0.065 -1.051 -0.0277 -0.2966 -1.5719
C -1.187 -0.327 -1.908 -2.5309 -0.9104 -0.1271
C -2.401 -0.731 -1.948 1.7426 0.3590 0.6574
C -0.875 1.184 1.726 -2.4502 0.6499 1.1104
C 0.087 -0.943 1.146 1.3358 -0.6065 -1.5338
N 0.022 -0.082 -1.879 0.7000 0.0921 -0.0067
N 2.275 0.333 -1.602 -2.3132 -0.7890 -1.7170
N -0.935 0.066 1.031 0.2137 0.0380 0.9100
N -3.543 -1.106 -2.380 -0.4539 0.2659 0.9185
N -0.114 1.615 2.716 -0.7471 1.1927 -0.7108
H 3.139 -0.430 1.453 -0.5502 0.2738 -0.5799
H 4.194 0.562 -0.841 -0.0576 -0.5242 -0.0761
H -1.726 -0.095 0.379 0.6682 0.3356 0.7141
H -1.804 1.732 1.629 0.2567 0.7416 -0.4639
H -0.236 -1.953 0.859 -0.3983 0.4122 0.0199
H 0.510 -1.032 2.108 -0.1587 -0.0439 1.5649
H 2.325 0.423 -2.634 0.4249 0.3581 1.0304
H -4.410 -1.290 -1.890 0.5398 -0.3174 1.0979
H -3.787 -0.975 -3.309 -0.0206 0.3379 -2.5682
H -0.151 2.540 3.210 -0.8581 -1.0774 -1.2012
H 0.627 1.113 3.071 2.0105 -1.6025 0.5406
```
Forces are in eV/Å.



Record 3
Molecular formula: C8H11N6OPm
Method: DFT, ωB97M-V/def2-TZVPD

Results
spin multiplicity: 5
<S²>: 6.0165
charge: +2
molecular weight: 352.2 g/mol
largest force on an atom: 0.089 Eh/bohr
HOMO level (spin up / spin down): -0.55447 / -0.55631 Eh

Structure (XYZ):
```
27
Properties=species:S:1:pos:R:3:forces:R:3
Pm 0.000 0.000 0.000 2.5605 -0.3640 1.3063
N -1.427 3.774 -2.018 0.5485 -0.7526 0.5462
C -0.384 3.319 -1.290 -0.6448 1.3083 -0.7719
N -0.585 2.062 -0.994 -1.5388 -1.0864 -0.4714
C -1.828 1.744 -1.581 -0.4419 1.7538 -0.8221
N -2.348 2.821 -2.220 0.9833 -1.7490 1.1165
C -2.574 0.428 -1.569 -0.4450 -0.6343 -0.0342
C -3.803 0.377 -2.235 -1.0969 -0.7430 -0.3663
N -4.592 -0.733 -2.313 1.8606 0.4830 0.8758
C -4.108 -1.826 -1.689 -0.7160 0.7538 -0.6370
C -2.899 -1.816 -1.021 0.8244 0.5346 0.2758
N -2.118 -0.714 -0.945 -1.2869 0.8861 -1.0521
H -1.580 4.700 -2.402 0.0651 -0.0114 0.0356
H 0.468 3.923 -1.013 -0.0212 -0.0617 0.0082
H -4.211 1.245 -2.743 0.2286 -0.0044 0.1270
H -4.721 -2.717 -1.741 0.0983 -0.0109 0.0581
H -2.519 -2.700 -0.523 -0.0627 0.0302 -0.0502
C 1.320 -4.268 0.865 -0.0474 0.0828 0.0820
C 0.625 -3.092 1.491 0.2387 -3.3257 3.1304
N 0.204 -3.272 2.772 0.2149 0.9626 -1.7820
O 0.440 -2.032 0.904 -0.7148 2.0794 -1.0890
H 1.382 -5.113 1.557 -0.0185 0.2029 -0.1538
H 2.334 -3.974 0.582 -0.1350 -0.0076 -0.1025
H 0.763 -4.582 -0.021 0.1615 0.0799 -0.0045
H 0.338 -4.130 3.288 0.0766 0.0668 -0.1752
H -0.269 -2.500 3.223 0.0936 -0.2091 0.1805
H 1.844 0.747 0.782 -0.7847 -0.2642 -0.2303
```
Forces are in eV/Å.



Record 4
Molecular formula: C8H11NNiO5
Method: DFT, ωB97M-V/def2-TZVPD

Results
spin multiplicity: 3
<S²>: 2.0195
charge: +2
molecular weight: 259.9 g/mol
largest force on an atom: 0.217 Eh/bohr
HOMO level (spin up / spin down): -0.64579 / -0.63889 Eh

Structure (XYZ):
```
26
Properties=species:S:1:pos:R:3:forces:R:3
Ni 0.083 1.003 -1.618 -0.2135 -1.9988 1.8011
C 0.304 2.579 -0.770 1.1594 4.9470 6.0019
O 0.543 3.313 0.086 -0.9367 -2.5769 -3.7634
C -0.001 1.908 -3.161 1.2266 5.2274 -9.7587
O -0.041 2.381 -4.222 0.0330 -2.0185 4.4882
C -1.546 0.953 -2.394 -10.0901 -2.8972 -1.1818
O -2.586 0.781 -2.889 4.9751 1.1720 1.7695
C 1.803 0.693 -2.078 8.4991 -2.4397 -0.0304
O 2.928 0.461 -2.130 -4.3209 1.0377 -0.1254
H 0.121 -2.245 -3.797 -0.0036 0.1203 -0.0986
H 0.117 -1.809 -4.406 0.0024 -0.0659 0.1287
C -0.236 -1.079 3.275 -0.4518 0.0498 0.4182
N 0.248 -0.937 1.901 -0.9686 1.1564 -0.8684
C 1.449 -1.642 1.502 0.7776 -0.6077 -0.0944
C -0.308 -0.161 0.976 0.6612 -1.2460 1.6260
C -1.604 0.550 1.163 -0.2024 0.0130 0.3014
O 0.371 -0.104 -0.114 -0.5545 0.3344 -0.5232
H 0.465 -1.737 3.796 -0.3475 0.2121 -0.0291
H -1.244 -1.520 3.296 0.3921 0.0536 0.0057
H -0.263 -0.102 3.780 0.0729 -0.3476 -0.1679
H 1.219 -2.343 0.686 0.1308 0.1799 0.3031
H 2.211 -0.936 1.149 -0.1547 -0.2537 0.2060
H 1.820 -2.194 2.366 0.0359 0.0762 -0.2658
H -1.518 1.613 0.908 0.0005 -0.2182 0.1193
H -2.359 0.101 0.504 0.1468 0.0229 0.0979
H -1.976 0.472 2.193 0.1311 0.0676 -0.3599
```
Forces are in eV/Å.



Record 5
Molecular formula: C8H11NO2S
Method: DFT, ωB97M-V/def2-TZVPD

Results
molecular weight: 185.2 g/mol
largest force on an atom: 0.026 Eh/bohr
HOMO level: -0.32993 Eh

Structure (XYZ):
```
23
Properties=species:S:1:pos:R:3:forces:R:3
C 2.399 0.554 -0.205 0.4239 0.1269 -0.2439
C -0.005 -0.802 0.758 0.1586 -0.2740 -0.0321
C 1.432 0.380 -2.559 -0.4303 -0.0956 -0.7053
C -0.026 -0.040 -2.370 -0.2531 0.4321 0.3443
C -0.101 -0.046 2.068 0.4515 -0.1918 0.8449
C -1.134 0.082 0.267 -0.7835 -0.0097 -1.0746
C 1.113 0.625 2.677 -0.3326 0.1779 -0.3005
C -2.461 -0.651 0.109 0.2185 0.0470 0.1598
N 2.040 0.486 -1.307 0.6705 0.0014 0.6732
O 0.600 -1.732 0.320 -0.1763 0.0175 0.1180
O -1.063 0.845 1.464 -0.0170 0.1974 -0.0390
S -0.870 1.129 -1.229 0.1313 -0.1307 -0.0616
H 1.971 -0.360 -3.164 -0.0949 0.1809 0.0477
H 1.482 1.358 -3.050 0.0273 -0.2071 -0.0109
H -0.555 0.000 -3.321 0.0340 -0.0825 -0.0070
H -0.088 -1.042 -1.951 0.0206 -0.0273 -0.0670
H -0.608 -0.674 2.816 0.0640 0.0327 -0.0631
H 1.657 1.179 1.917 -0.0228 -0.0247 0.1731
H 1.770 -0.128 3.103 0.0791 -0.0886 0.0562
H 0.783 1.305 3.458 -0.0167 0.0098 0.1546
H -2.693 -1.219 1.008 -0.0234 -0.0808 0.0789
H -2.399 -1.333 -0.739 -0.0569 0.0054 -0.0296
H -3.244 0.082 -0.070 -0.0716 -0.0160 -0.0159
```
Forces are in eV/Å.



Record 6
Molecular formula: C8H11NO2S
Method: DFT, ωB97M-V/def2-TZVPD

Results
molecular weight: 185.2 g/mol
largest force on an atom: 0.121 Eh/bohr
HOMO level (spin up / spin down): -0.32065 / -0.32060 Eh

Structure (XYZ):
```
23
Properties=species:S:1:pos:R:3:forces:R:3
C -0.148 3.206 -0.627 -1.6087 -3.6888 0.3785
C 0.881 2.259 -0.937 -0.1843 3.0937 -0.0472
C -1.319 2.601 -0.187 2.3198 0.0251 -0.3011
C 0.806 0.914 -0.783 -0.8715 0.0927 0.6248
C -1.377 1.235 -0.020 -5.8700 -0.6643 1.6700
C -0.409 0.339 -0.232 3.8175 -0.5989 -1.1634
C -1.417 -1.826 0.698 0.9209 -1.1191 0.4837
C -0.296 -1.082 0.179 3.1262 2.0410 1.8705
N 1.060 -0.825 1.822 -6.1252 0.7787 -0.8658
O 2.113 -2.207 -0.485 1.4480 0.2873 0.8475
O -0.015 -3.338 -1.079 0.5059 0.8037 -0.6963
S 0.640 -2.008 -1.153 -0.4634 -2.4408 0.2027
H -0.323 4.236 -0.694 1.3985 1.5672 -0.4401
H 1.799 2.725 -1.212 0.8157 -0.1321 -0.5076
H -2.079 3.194 0.211 -1.4393 0.7786 0.1202
H 1.750 0.416 -1.004 -0.5131 -0.5292 0.2123
H -2.486 0.921 0.329 2.8357 0.1436 -0.5149
H -2.265 -1.267 0.918 -1.4848 1.0957 0.1549
H -1.085 -2.298 1.592 0.1049 -0.3531 1.0038
H -1.582 -2.648 0.054 -0.8065 -0.7740 -0.8125
H 1.589 -1.589 1.653 2.6311 -2.6132 -0.9080
H 2.748 -2.979 -0.535 -1.8631 0.8252 -0.5289
H 1.415 0.020 1.492 1.3056 1.3812 -0.7830
```
Forces are in eV/Å.